The following is a DFT calculation (ωB97M-V/def2-TZVPD) of 2 unconnected molecules or ions with the total composition C4H5Br in a non-equilibrium geometry.

XYZ file:
```
10
Properties=species:S:1:pos:R:3:lowdin_spin:R:1
H 1.76 -0.10 -0.92 0.043
H 2.44 -0.53 0.73 0.046
H -1.34 1.98 -0.66 0.003
H -3.05 -0.37 -0.81 0.026
Br -1.14 3.32 -1.07 0.007
H 0.29 -0.87 1.65 0.017
C -2.07 -0.41 -0.44 0.360
C -0.96 -0.49 0.02 0.157
C 1.58 -0.39 0.10 0.770
C 0.35 -0.59 0.60 0.571
```

ΔE to the lowest compared entry with this formula, charge and spin = 174.3 kJ/mol
Molecular weight = 132.99 g/mol
Total charge = 0
Frontier orbital gap (alpha / beta) = 7.03 / 7.85 eV
2S+1 = 3
Largest force on an atom = 9.89 eV/Å

=====

The following is a DFT calculation (ωB97M-V/def2-TZVPD) of 2 unconnected molecules or ions with the total composition C4H5Br3N2 in a non-equilibrium geometry.

XYZ file:
```
14
Properties=species:S:1:pos:R:3:nbo_charge:R:1
Br -2.36 1.61 -1.46 0.066
C -0.61 -1.32 0.72 -0.046
H 0.23 -2.10 -1.08 0.224
Br 2.06 1.62 0.87 0.018
Br -2.28 -2.37 0.33 -0.084
C -0.84 0.81 -0.49 0.338
N 0.71 3.65 -0.66 -0.684
C 0.80 2.48 -0.24 0.181
C 0.40 -2.21 0.01 -0.623
H -0.50 -1.28 1.83 0.243
H 0.34 -3.32 0.24 0.236
H 1.41 -2.02 0.20 0.221
H 1.19 4.52 -0.53 0.403
N -0.55 -0.07 0.24 -0.492
```

Molecular weight = 320.81 g/mol
Total charge = 0
Frontier orbital gap (alpha / beta) = 7.32 / 7.32 eV
Largest force on an atom = 4.13 eV/Å

=====

The following is a DFT calculation (ωB97M-V/def2-TZVPD) of 2 unconnected molecules or ions with the total composition C4H5BrFN in a non-equilibrium geometry.

XYZ file:
```
12
Properties=species:S:1:pos:R:3:nbo_charge:R:1
C 1.02 2.19 1.52 -0.044
H 1.43 1.72 2.38 0.192
Br -2.57 1.24 0.78 0.132
C -0.12 -0.97 0.34 0.338
C -0.81 1.05 0.43 0.070
F 1.16 -0.71 -0.16 -0.412
H -0.58 -1.12 -1.87 0.208
C -0.88 -1.52 -0.81 -0.793
N -0.03 1.88 0.91 -0.351
H 1.52 3.01 1.27 0.176
H -1.93 -1.22 -0.63 0.237
H -0.53 -2.49 -0.92 0.247
```

ΔE to the lowest compared entry with this formula, charge and spin = 409.8 kJ/mol
Molecular weight = 165.99 g/mol
Total charge = 0
Frontier orbital gap (alpha / beta) = 7.57 / 7.57 eV
Largest force on an atom = 4.20 eV/Å

=====

The following is a DFT calculation (ωB97M-V/def2-TZVPD) of a single C4H5BrN2 molecule in a non-equilibrium geometry.

XYZ file:
```
12
Properties=species:S:1:pos:R:3:nbo_charge:R:1
C 0.35 2.43 -0.33 -0.057
H 0.07 -1.54 -1.34 0.230
H -1.16 0.98 -0.67 0.215
Br 3.54 -0.20 0.39 0.199
C 0.50 -1.18 -0.34 -0.418
H -0.23 -1.30 0.58 0.224
N 0.83 0.23 -0.34 -0.329
H 1.44 -1.67 -0.13 0.218
N 1.62 2.62 -0.01 -0.360
C -0.17 1.16 -0.51 -0.231
C 2.03 0.66 0.04 0.096
H -0.30 3.24 -0.60 0.214
```

ΔE to the lowest compared entry with this formula, charge and spin = 374.7 kJ/mol
Molecular weight = 161.00 g/mol
Total charge = 0
Frontier orbital gap = 8.13 eV
Largest force on an atom = 7.16 eV/Å

=====

The following is a DFT calculation (ωB97M-V/def2-TZVPD) of 3 unconnected molecules or ions with the total composition C4H5BrNO2 in a non-equilibrium geometry.

XYZ file:
```
13
Properties=species:S:1:pos:R:3:lowdin_spin:R:1
C 2.97 1.80 -1.03 0.192
O -1.44 -3.63 2.72 0.000
C 0.69 -0.87 -1.08 0.662
H 1.24 1.60 0.21 0.004
N 1.39 0.00 -1.63 0.864
Br -2.79 -0.81 3.34 0.001
H 3.68 1.40 -1.76 0.011
H 0.24 -1.72 -1.53 0.073
H 0.78 -0.94 -0.05 0.094
O -0.22 -1.95 1.71 0.011
C 1.85 1.17 -0.70 0.070
C -1.01 -2.63 2.31 0.001
H 3.33 2.67 -0.54 0.015
```

Molecular weight = 178.99 g/mol
Total charge = -1
Frontier orbital gap (alpha / beta) = 6.18 / 4.33 eV
2S+1 = 3
Largest force on an atom = 9.80 eV/Å

=====

The following is a DFT calculation (ωB97M-V/def2-TZVPD) of a single C4H5BrO2 molecule in a non-equilibrium geometry.

XYZ file:
```
12
Properties=species:S:1:pos:R:3:nbo_charge:R:1
O -2.60 -2.10 -1.26 -0.675
H -0.99 -0.67 -1.91 0.187
C -1.68 2.66 -1.03 -0.714
H -1.90 2.43 -2.04 0.233
O -0.08 1.46 0.45 -0.490
Br -3.48 -0.07 0.76 0.100
C -1.81 -0.92 -1.20 0.062
H -2.59 -2.31 -2.23 0.482
H -2.56 2.86 -0.53 0.244
H -1.01 3.52 -1.06 0.231
C -1.02 1.48 -0.29 0.642
C -2.09 0.06 -0.41 -0.302
```

ΔE to the lowest compared entry with this formula, charge and spin = 129.6 kJ/mol
Structure (SMILES) = CC(=O)/C(Br)=C/O
Molecular weight = 164.99 g/mol
Total charge = 0
Frontier orbital gap = 9.71 eV
Largest force on an atom = 3.88 eV/Å

=====

The following is a DFT calculation (ωB97M-V/def2-TZVPD) of a single C4H5BrO2S molecule in a non-equilibrium geometry.

XYZ file:
```
13
Properties=species:S:1:pos:R:3:nbo_charge:R:1
Br -2.61 0.42 -0.49 0.068
H 0.26 0.21 -1.70 0.261
O 2.15 -0.13 0.27 -0.505
H 0.53 -1.57 -1.36 0.279
H -2.42 -2.46 -0.26 0.512
H -0.64 0.82 1.04 0.218
C -1.28 -0.93 -0.65 0.277
S -0.31 -1.12 2.48 0.003
C 0.96 -0.14 0.31 0.607
C 0.24 0.31 1.52 -0.681
H 0.65 1.03 2.19 0.262
O -1.62 -2.20 -0.75 -0.657
C 0.09 -0.58 -0.93 -0.644
```

ΔE to the lowest compared entry with this formula, charge and spin = 236.9 kJ/mol
Molecular weight = 197.05 g/mol
Total charge = 0
Frontier orbital gap (alpha / beta) = 8.72 / 5.34 eV
Largest force on an atom = 3.00 eV/Å

=====

The following is a DFT calculation (ωB97M-V/def2-TZVPD) of a molecular structure, C4H5BrO3S in a non-equilibrium geometry.

XYZ file:
```
14
Properties=species:S:1:pos:R:3:lowdin_spin:R:1
C 1.25 0.14 0.89 0.002
C -0.06 0.99 0.61 0.060
H -0.77 0.84 1.37 0.005
S 0.99 -1.22 -0.25 0.011
C -0.57 0.37 -0.70 0.669
H -2.22 0.09 -1.96 0.038
O 2.13 -1.98 -0.40 0.002
C -1.90 0.40 -1.09 0.708
O 0.43 -0.44 -1.36 0.128
Br -3.12 0.41 0.38 0.296
H 1.61 -0.17 1.86 0.001
H 0.36 2.01 0.46 0.025
H 2.10 0.60 0.47 0.000
O -0.23 -2.03 -0.27 0.054
```

Molecular weight = 213.05 g/mol
Total charge = 0
Frontier orbital gap (alpha / beta) = 7.48 / 7.77 eV
2S+1 = 3
Largest force on an atom = 8.55 eV/Å

=====

The following is a DFT calculation (ωB97M-V/def2-TZVPD) of a molecular structure, C4H5CaLi2O2 in a non-equilibrium geometry.

XYZ file:
```
14
Properties=species:S:1:pos:R:3:lowdin_spin:R:1
C 2.23 -0.54 2.71 0.681
H 3.05 0.18 2.58 0.028
Li -0.36 -0.51 -0.91 0.001
H 2.26 -1.34 3.46 0.052
H 0.99 0.26 1.51 0.036
Ca -1.38 -1.63 2.12 0.003
C 2.59 -0.08 -0.92 0.036
O -0.16 -0.33 3.22 0.001
H 1.12 1.32 2.53 0.022
Li -0.59 0.52 4.72 0.000
H 4.47 -0.01 0.23 -0.003
C 0.95 0.23 2.61 0.121
C 3.41 -0.15 0.05 -0.003
O 1.38 -0.17 -1.29 0.025
```

ΔE to the lowest compared entry with this formula, charge and spin = 47.4 kJ/mol
Molecular weight = 139.04 g/mol
Total charge = 0
Frontier orbital gap (alpha / beta) = 3.94 / 3.94 eV
2S+1 = 2
Largest force on an atom = 3.92 eV/Å

=====

The following is a DFT calculation (ωB97M-V/def2-TZVPD) of a molecular structure, C4H5CdLiO7 in a non-equilibrium geometry.

XYZ file:
```
18
Properties=species:S:1:pos:R:3:lowdin_spin:R:1
C 2.05 -1.61 -1.98 0.000
Cd -1.02 1.63 3.57 0.719
O 3.14 -1.48 -2.59 0.000
H 0.06 1.40 -0.24 0.001
C 0.52 -0.71 -0.40 0.001
O -2.66 1.06 2.48 0.090
H -3.24 0.98 0.14 0.002
H 0.68 -1.57 0.27 0.000
O -1.32 2.64 1.83 0.097
O 1.64 -0.56 -1.26 0.000
O -2.75 1.79 0.31 0.011
H -0.39 -0.90 -0.99 0.000
H 1.35 0.86 0.80 0.001
O 1.35 -2.65 -2.04 0.000
Li 2.81 -3.31 -3.18 0.000
C -2.00 1.57 1.46 0.028
C 0.36 0.56 0.42 0.004
O -0.60 0.32 1.40 0.045
```

Molecular weight = 284.43 g/mol
Total charge = -1
Frontier orbital gap (alpha / beta) = 4.00 / 5.58 eV
2S+1 = 2
Largest force on an atom = 3.90 eV/Å